No. 1
A molecular structure, C7H6Br4O in a non-equilibrium geometry, computed with ωB97M-V/def2-TZVPD.

Summary:
**<S²>**: 2.016
**HOMO-LUMO gap (alpha / beta)**: 5.0 / 4.7 eV
**Highest occupied orbital energy (alpha / beta)**: -5.420 / -8.895 eV
**ΔE to the lowest compared entry with this formula, charge and spin**: 1.7937 eV
**LUMO energy (alpha / beta)**: -0.45 / -4.23 eV

Geometry as ORCA input:
```
! wB97M-V def2-TZVPD RIJCOSX def2/J DEFGRID3
* xyz 0 3
C 2.430 -0.566 -0.400
C 2.896 0.707 -0.367
C 0.912 -0.708 -0.846
C -1.218 -0.221 0.260
C 0.075 -0.546 0.273
C -1.854 0.188 -1.009
C -1.981 0.119 1.503
O 0.510 -0.662 -2.006
Br 3.465 -2.160 -0.279
Br 1.819 2.199 -0.651
Br 4.765 1.133 -0.076
Br 0.730 -1.003 1.983
H -1.602 -0.470 -1.792
H -1.428 1.117 -1.246
H -2.880 0.364 -0.940
H -1.754 -0.522 2.315
H -3.063 -0.083 1.420
H -1.823 1.113 1.858
*
```

No. 2
C7H5NS in the gas phase in a non-equilibrium geometry, computed with ωB97M-V/def2-TZVPD.

Summary:
**<S²>**: 2.121
**HOMO-LUMO gap (alpha / beta)**: 8.0 / 6.0 eV
**Highest occupied orbital energy (alpha / beta)**: -8.651 / -8.657 eV
**ΔE to the lowest compared entry with this formula, charge and spin**: 0.5413 eV
**LUMO energy (alpha / beta)**: -0.64 / -2.68 eV

Geometry as ORCA input:
```
! wB97M-V def2-TZVPD RIJCOSX def2/J DEFGRID3
* xyz 0 3
C 3.468 1.606 2.087
C -0.069 0.084 -0.608
C 1.203 0.276 -0.382
C -1.176 -0.046 0.279
C 1.700 0.262 0.999
C -1.373 0.532 1.519
C 2.854 0.803 1.235
N 3.929 2.408 2.836
S -0.348 1.225 2.660
H -0.461 0.092 -1.709
H 1.842 0.641 -1.256
H -1.963 -0.483 -0.219
H 1.059 -0.365 1.724
H -2.391 0.584 1.747
*
```

No. 3
A molecular structure, C15H13HfN3O5 in a non-equilibrium geometry, computed with ωB97M-V/def2-TZVPD.

Summary:
**HOMO-LUMO gap**: 9.5 eV
**Highest occupied orbital energy**: -16.865 eV
**ΔE to the lowest compared entry with this formula, charge and spin**: 0.0000 eV
**LUMO energy**: -7.35 eV

Geometry as ORCA input:
```
! wB97M-V def2-TZVPD RIJCOSX def2/J DEFGRID3
* xyz 2 1
Hf -0.091 0.598 -0.301
O 1.487 0.937 -4.037
C 0.762 0.899 -3.110
O 1.135 0.931 -1.779
C -0.755 0.802 -3.200
C -1.539 0.721 -4.325
C -2.922 0.649 -4.141
C -3.503 0.656 -2.869
C -2.659 0.749 -1.792
N -1.332 0.815 -1.991
C -3.015 0.766 -0.315
O -4.093 0.577 0.119
O -1.864 0.963 0.427
H -1.089 0.718 -5.309
H -3.565 0.587 -5.011
H -4.574 0.597 -2.727
C 0.682 -3.668 0.330
C 0.301 -2.292 0.752
O 0.004 -1.408 -0.138
N 0.294 -1.979 2.024
C -0.047 -0.667 2.619
C 1.094 0.336 2.539
C 1.916 0.577 3.608
C 2.981 1.464 3.464
C 3.213 2.073 2.242
C 2.355 1.797 1.204
N 1.301 0.961 1.349
H 0.680 -3.740 -0.751
H -0.028 -4.388 0.744
H 1.675 -3.910 0.712
H 0.540 -2.726 2.663
H -0.293 -0.845 3.661
H -0.958 -0.284 2.161
H 1.731 0.084 4.554
H 3.632 1.666 4.305
H 4.042 2.749 2.092
H 2.500 2.233 0.224
*
```

No. 4
C3H6N2O2 in the gas phase in a non-equilibrium geometry, computed with ωB97M-V/def2-TZVPD.

Summary:
**HOMO-LUMO gap**: 9.9 eV
**SMILES**: CC1=N[C@H](O)NO1
**Highest occupied orbital energy**: -9.138 eV
**ΔE to the lowest compared entry with this formula, charge and spin**: 3.6942 eV
**LUMO energy**: 0.78 eV

Geometry as ORCA input:
```
! wB97M-V def2-TZVPD RIJCOSX def2/J DEFGRID3
* xyz 0 1
C 1.837 0.132 -0.213
C 0.375 -0.147 -0.267
N -0.517 0.334 -1.011
C -1.753 -0.207 -0.609
O -2.677 0.760 -0.219
N -1.358 -1.233 0.576
O 0.031 -1.032 0.697
H 2.498 -0.360 -1.021
H 2.118 -0.244 0.789
H 1.868 1.264 -0.454
H -2.033 -0.986 -1.339
H -3.517 0.597 -0.660
H -1.743 -0.980 1.505
*
```